[1]
Molecular formula: C7H18N3
Method: DFT, wB97M-V/def2-TZVPD

Output
Molecular weight   144.24 Da
Energy   -12013.64478 eV
HOMO-LUMO gap   5.79 eV
ΔE to the lowest compared entry with this formula, charge and spin   261.6 kJ/mol
Total charge   +1

Positions of all 28 atoms, in Å:
C 1.91946 -0.85984 -0.65754
C 1.96776 0.16673 -3.59916
C -0.22488 2.08136 -0.83363
C -2.73150 -1.90020 2.40826
C -1.80623 0.19510 3.23136
C 2.13475 1.01352 -2.33504
C 1.43015 0.39423 -1.16258
N 1.32731 -1.43450 0.35001
N 0.41170 0.85477 -0.52193
N -2.38631 -0.52773 2.12791
H 2.79051 -1.32113 -1.10439
H 0.91496 0.04334 -3.84335
H 2.41123 -0.81822 -3.47939
H 2.45653 0.65999 -4.43409
H -0.50707 2.15508 -1.88850
H -1.11444 2.16793 -0.21155
H 0.43980 2.92572 -0.62271
H -3.49007 -1.99731 3.19517
H -3.11348 -2.36932 1.50351
H -1.83854 -2.43219 2.73968
H -2.49466 0.30714 4.07951
H -0.92656 -0.34201 3.58585
H -1.50832 1.18797 2.89858
H 3.19869 1.10803 -2.10326
H 1.74247 2.01309 -2.51504
H 1.64870 -2.29972 0.75780
H 0.51173 -0.94568 0.72008
H -3.16372 -0.02616 1.71444

---

[2]
Molecular formula: C3H6OS
Method: DFT, wB97M-V/def2-TZVPD

Output
Molecular weight   90.15 Da
Energy   -16083.64346 eV
HOMO-LUMO gap (spin up / spin down)   5.44 / 7.85 eV
2S+1   3
ΔE to the lowest compared entry with this formula, charge and spin   301.9 kJ/mol

Positions of all 11 atoms, in Å:
C 0.11449 0.27005 -0.50821
C 0.82268 -0.40685 0.53022
C -1.24610 0.88227 -0.13532
O 1.74826 -1.74385 -0.04754
S 1.59188 1.10343 0.03719
H 0.14804 -0.13904 -1.46719
H 0.61392 -0.53542 1.67304
H -1.49047 0.57926 0.93739
H -1.96573 0.36289 -0.75691
H -1.34759 1.87049 -0.23764
H 1.01062 -2.24324 -0.02502

---

[3]
Molecular formula: C24H67N6O7Sr
Method: DFT, wB97M-V/def2-TZVPD

Output
Molecular weight   639.46 Da
Energy   -50066.43071 eV
HOMO-LUMO gap   4.08 eV
ΔE to the lowest compared entry with this formula, charge and spin   1114.8 kJ/mol
Total charge   +1

Positions of all 105 atoms, in Å:
Sr -2.55614 -2.13125 -2.21259
O 0.34007 -1.23761 -0.29826
H 0.09473 -1.55384 0.59299
C -2.97751 2.98722 -5.52992
C -1.57829 2.50586 -5.21940
C -0.38612 3.48358 -5.61303
O -0.40780 3.76618 -6.96003
C -0.00354 2.79452 -7.87433
N -1.61404 2.26307 -3.76137
H -3.27935 4.01042 -5.30616
H -3.79240 2.29639 -5.31358
H -2.97115 3.09575 -6.61448
H -1.41879 1.59553 -5.79729
H 0.56701 3.10470 -5.24415
H -0.54766 4.46833 -5.17454
H 1.00315 2.46267 -7.62025
H -0.14053 3.17183 -8.88773
H -0.69887 1.95758 -7.93869
H -1.91317 3.15875 -3.40308
H -0.67135 2.19541 -3.40519
C 4.13623 -2.51322 -6.38093
C 4.16157 -2.01891 -5.01423
C 4.76658 -0.59714 -4.98189
O 6.17979 -0.72086 -5.43987
C 6.68064 0.50066 -5.92083
N 2.79363 -2.13360 -4.58821
H 3.63650 -1.85645 -7.09297
H 3.64931 -3.48629 -6.31661
H 5.12969 -2.60593 -6.81972
H 4.80505 -2.64914 -4.40036
H 4.96813 -0.06320 -4.05324
H 4.12192 0.07257 -5.55111
H 7.73612 0.33547 -6.13710
H 6.50761 1.30564 -5.20657
H 6.16722 0.70980 -6.85932
H 2.21684 -2.94671 -4.42611
H 2.63733 -1.74351 -3.66979
C -5.92848 1.88793 1.29653
C -6.06914 0.39858 1.75480
C -7.46089 -0.11062 1.29592
O -8.58807 0.58619 1.78237
C -8.79475 0.38251 3.10575
N -4.96831 -0.38163 1.23378
H -5.06155 2.31655 1.79934
H -6.73978 2.60625 1.41437
H -5.80044 2.10133 0.23532
H -6.02772 0.39559 2.84401
H -7.51518 -1.17733 1.51334
H -7.62855 -0.06994 0.21966
H -8.92041 -0.66062 3.39588
H -9.66067 0.98073 3.38933
H -7.98564 0.74205 3.74150
H -4.07946 -0.12572 1.63944
H -5.07716 -1.26840 1.70483
C -2.39490 -4.34791 7.24200
C -2.90979 -3.04695 6.57431
C -2.50506 -1.82341 7.36363
O -2.73397 -2.12227 8.77845
C -1.97139 -1.35293 9.67104
N -2.41547 -3.04481 5.14844
H -1.37507 -4.17801 7.58723
H -2.46777 -5.24939 6.63362
H -3.06719 -4.66963 8.03737
H -3.98635 -3.17734 6.68431
H -3.09486 -0.97646 7.01304
H -1.51046 -1.56081 7.00321
H -0.94076 -1.52496 9.36070
H -2.08645 -1.54657 10.73752
H -2.06728 -0.28641 9.46749
H -1.41037 -2.94764 5.12781
H -2.68615 -3.94188 4.77147
C 5.01394 -1.89882 2.73417
C 5.18796 -3.26780 2.06479
C 4.45386 -4.41896 2.71323
O 5.08471 -4.79171 3.85887
C 5.81616 -6.02344 3.76751
N 4.80920 -3.10173 0.63385
H 5.82161 -1.21032 2.48573
H 5.18094 -2.04757 3.80098
H 4.07516 -1.38240 2.53388
H 6.26168 -3.43143 2.15671
H 4.33053 -5.22490 1.98980
H 3.45563 -4.03181 2.91756
H 6.27826 -6.27331 4.72256
H 6.72562 -5.92812 3.17429
H 5.17580 -6.79117 3.33320
H 4.68267 -4.02868 0.25325
H 3.89304 -2.67953 0.58378
C 2.33029 3.41259 -0.73190
C 1.40622 4.26417 0.26887
C 0.86930 5.56225 -0.36931
O -0.28222 5.14960 -0.98532
C -1.09855 6.15955 -1.48049
N 0.52611 3.37741 0.88054
H 2.99421 4.05747 -1.30760
H 1.87328 2.74206 -1.45966
H 3.05021 2.76999 -0.22508
H 2.13983 4.64612 0.97884
H 1.60161 6.06962 -0.99730
H 0.64106 6.21105 0.47631
H -0.70298 6.64084 -2.37490
H -1.40811 6.93753 -0.78261
H -2.08653 5.74330 -1.67737
H -0.32269 3.54091 0.35814
H 0.80878 2.45672 0.57636

---

[4]
Molecular formula: C10H8O
Method: DFT, wB97M-V/def2-TZVPD

Output
SMILES string   c1ccc(-c2ccco2)cc1
Molecular weight   144.17 Da
Energy   -12543.76955 eV
HOMO-LUMO gap   9.75 eV
ΔE to the lowest compared entry with this formula, charge and spin   349.2 kJ/mol

Positions of all 19 atoms, in Å:
C 3.23721 -0.02702 -0.03381
C 2.50315 -1.18624 0.36044
C 1.19284 -1.12801 0.38943
C 0.42902 0.02430 0.08566
C -1.13682 0.05242 0.08893
C -1.90566 0.68906 0.95136
C -3.22778 0.41017 0.37846
C -3.03002 -0.39896 -0.64755
O -1.69716 -0.68723 -0.76666
C 1.20181 1.16781 -0.27234
C 2.56223 1.13874 -0.38468
H 4.34880 -0.02873 -0.12119
H 3.11018 -1.96696 0.36262
H 0.67858 -2.13979 0.57715
H -1.70169 1.31057 1.56973
H -4.06580 0.58145 0.88262
H -3.67269 -1.01998 -1.29576
H 0.80907 2.10547 -0.61551
H 3.11497 2.20216 -0.72174

---

[5]
Molecular formula: C6H9N4S
Method: DFT, wB97M-V/def2-TZVPD

Output
SMILES string   C[N+]1=C=CCC(=S)NN/N=C\1
Molecular weight   169.23 Da
Energy   -23150.94376 eV
HOMO-LUMO gap   7.11 eV
ΔE to the lowest compared entry with this formula, charge and spin   607.1 kJ/mol
Total charge   +1

Positions of all 20 atoms, in Å:
C -2.46726 0.34706 -0.52655
N -1.04286 -0.15470 -0.57529
C -0.07389 0.66098 -0.27596
C 0.94702 1.54572 -0.24431
C 2.08436 1.20810 0.67559
C 2.85273 0.01108 0.03643
S 4.40637 0.10587 -0.51188
N 2.17378 -1.17277 -0.12537
N 1.05461 -1.58730 0.61991
N 0.01381 -2.08381 0.05551
C -0.90789 -1.56439 -0.59634
H -2.41021 1.05298 -1.28297
H -3.00767 -0.49694 -0.77209
H -2.70903 0.88352 0.35275
H 0.91681 2.32532 -0.99401
H 2.84009 2.12084 0.70850
H 1.85801 0.93315 1.66290
H 2.73173 -2.03268 -0.48675
H 1.32749 -2.14361 1.41425
H -1.76353 -2.06206 -1.10543